Record 1
Below is an isolated molecule of C4H9Cl2NO in a non-equilibrium geometry, with properties calculated with ωB97M-V with the def2-TZVPD basis set.

```
! RIJCOSX wB97M-V def2-TZVPD def2/J DEFGRID3
* xyz 0 1
C 0.9594 -0.1547 -1.2655
C 1.3986 -0.4820 1.3093
C -2.1952 0.1099 -0.3608
C 0.4429 0.0695 0.0983
N -0.7838 -0.6365 0.3228
O 0.3349 1.4429 0.3342
Cl -2.7503 1.6236 0.3365
Cl -3.3738 -1.1420 -0.4070
H 0.1668 -0.1156 -1.9526
H 1.7980 0.4884 -1.4247
H 1.3396 -1.2064 -1.2611
H 1.5645 0.3516 1.9762
H 1.0285 -1.3208 1.8041
H 2.4579 -0.5791 0.8542
H -1.7063 0.2844 -1.2647
H -0.8709 -0.6782 1.2861
H 0.1890 1.9449 -0.3856
*
```

Calculated values
LUMO = 0.78 eV
SMILES = CC(C)(O)NC(Cl)Cl

=====

Record 2
Below is an isolated molecule of C12H10Cl2N6O2S in a non-equilibrium geometry, with properties calculated with ωB97M-V with the def2-TZVPD basis set.

```
! RIJCOSX wB97M-V def2-TZVPD def2/J DEFGRID3
* xyz 0 1
O 0.8323 1.6072 2.5956
O 3.0129 0.4943 2.4622
Cl -6.0222 -2.4623 -0.0800
Cl -2.4993 1.2105 -1.8237
N -0.7613 -0.0868 0.4055
N -4.2468 -0.5699 -0.7253
N -3.5595 -2.1736 0.9241
C -0.2977 -0.9085 1.3316
C -4.4576 -1.6436 0.0670
C -3.0126 -0.0480 -0.7193
C -2.3815 -1.5353 1.0159
C 3.0131 0.9158 -2.0590
C 1.2215 2.5387 -1.8525
C 2.8985 0.6296 -0.6856
C 1.0984 2.2172 -0.4903
C -2.0697 -0.4927 0.1708
C 2.1625 1.8562 -2.6105
C 1.9193 1.2173 0.1037
N 2.1883 2.1409 -3.9564
N -1.2552 -1.8555 1.7176
N 0.9912 -0.8182 1.8091
C -1.1279 -2.9699 2.7219
S 1.7208 0.7070 1.8289
H 3.6819 0.3316 -2.6868
H 0.5293 3.2668 -2.3002
H 3.5425 -0.1082 -0.2096
H 0.3218 2.6770 0.0867
H 3.0159 1.8545 -4.4569
H 1.7170 3.0304 -4.2001
H 1.1506 -1.2623 2.6882
H -1.2314 -2.5876 3.7068
H -1.9222 -3.7028 2.5805
H -0.1730 -3.4697 2.6403
*
```

Calculated values
LUMO = 0.22 eV
SMILES = Cn1c(NS(=O)(=O)c2ccc(N)cc2)nc2c(Cl)nc(Cl)nc21

=====

Record 3
Below is a cluster of 2 separate species, C4H14N3 in total in a non-equilibrium geometry, with properties calculated with ωB97M-V with the def2-TZVPD basis set.

```
! RIJCOSX wB97M-V def2-TZVPD def2/J DEFGRID3
* xyz 1 1
C 1.5542 1.3788 0.1657
C 1.5194 0.4696 -1.0638
H 1.1454 2.3703 -0.0872
H 0.8683 1.0615 0.9109
H 2.6086 1.4057 0.3427
H 1.2253 -0.5644 -0.7390
H 2.5591 0.1476 -1.2634
H 1.0290 1.0440 -1.8062
C -0.5696 -1.7283 -1.0778
C -1.0743 -0.1265 0.8043
N -0.6356 -1.3393 0.3685
N -1.9321 0.5386 0.0568
N -0.9011 0.1063 2.1540
H 0.1718 -1.6398 0.9139
H -2.1195 0.3223 -0.9059
H -2.7323 1.1454 0.4589
H 0.0370 -0.0603 2.5417
H -1.0103 1.0991 2.4783
H -0.3350 -0.8657 -1.6864
H -1.5300 -2.2481 -1.2398
H 0.1216 -2.5169 -1.3260
*
```

Calculated values
ΔE to the lowest compared entry with this formula, charge and spin = 197.35 kJ/mol
LUMO = -3.39 eV

=====

Record 4
Below is a structure of composition C7H12O2 in a non-equilibrium geometry, with properties calculated with ωB97M-V with the def2-TZVPD basis set.

```
! RIJCOSX wB97M-V def2-TZVPD def2/J DEFGRID3
* xyz 0 1
C -0.9037 -1.1019 -0.7714
C -1.7776 -2.1838 -0.2062
O 0.1834 -1.5928 -1.4091
O -1.6126 -0.1443 -1.4290
C -0.1671 -0.1181 0.7792
C -0.5354 -0.2215 1.9283
H -1.2261 0.0454 -2.2968
H 0.9286 -0.9457 -1.3741
H -1.1989 -2.7910 0.4845
H -2.6212 -1.7416 0.3187
H -2.1460 -2.8209 -1.0162
H -0.9631 -0.2542 2.8961
C 2.0606 1.3347 1.0600
C 1.0379 0.9742 -0.0141
C 0.3728 2.0456 -0.6250
H 1.5697 0.2750 -0.7180
H 2.4127 0.4420 1.5741
H 1.6051 1.9927 1.7982
H 2.9136 1.8385 0.6038
H -0.3608 1.9401 -1.4062
H 0.4280 3.0277 -0.1768
*
```

Calculated values
ΔE to the lowest compared entry with this formula, charge and spin = 575.97 kJ/mol
LUMO (alpha / beta) = 0.14 / 0.05 eV

=====

Record 5
Below is a cluster of 3 separate species, C26H28ClN4O4S in total in a non-equilibrium geometry, with properties calculated with ωB97M-V with the def2-TZVPD basis set.

```
! RIJCOSX wB97M-V def2-TZVPD def2/J DEFGRID3
* xyz 1 1
C -1.7885 2.4327 -0.6798
C -1.4887 2.7924 0.6689
C -1.0592 2.7113 2.2834
O -2.0198 1.8518 2.9925
C -1.4033 0.6118 3.4901
O -1.4676 0.3102 4.8158
C -0.6455 -0.3744 2.4056
C -1.2099 -0.5901 0.8794
C -0.3674 -1.5546 -0.1528
Cl -1.0781 -1.6889 -1.8979
N 0.9306 -2.2742 0.2680
C 1.5951 -3.0945 -0.8441
S 0.6756 -4.6999 -1.2191
C 1.1249 -5.3199 -2.9627
C 1.1147 -4.1041 -4.0930
C 1.5285 -2.1406 1.6843
N 2.8244 -2.8591 1.9877
C 2.6515 -4.3553 2.1310
C 3.8354 -5.3734 1.5339
O 1.6304 -4.9629 2.7458
C 3.4844 -2.3761 3.2603
C 3.1659 -2.8936 4.7829
O 4.4147 -1.3935 3.1287
C 0.7556 -1.1871 2.8012
H -1.9095 1.9404 -1.7607
H 0.0641 2.3258 2.3350
H -1.0603 3.8071 2.7169
H -2.2040 -0.0274 0.5929
H 1.6622 -2.4351 -1.8364
H 2.7120 -3.3912 -0.5955
H 2.2229 -5.7709 -2.9302
H 0.4276 -6.2292 -3.2763
H 1.0944 -4.5736 -5.1904
H 2.1389 -3.5348 -3.9774
H 0.2420 -3.3351 -3.9397
H 3.8175 -6.3973 2.1354
H 4.9136 -4.9165 1.7323
H 3.6595 -5.6223 0.3990
H 2.1851 -2.3936 5.2322
H 4.0526 -2.5890 5.5110
H 3.0261 -4.0517 4.8969
H 1.1372 -1.0131 3.9061
N 1.5256 1.9363 -4.1227
C 2.0766 2.1764 -2.9127
C 2.3995 3.4422 -2.4504
C 2.1464 4.5300 -3.2794
C 1.5814 4.3147 -4.5322
C 1.2899 3.0123 -4.9046
H 2.2578 1.2952 -2.3042
H 2.8380 3.5765 -1.4681
H 2.3873 5.5371 -2.9519
H 1.3724 5.1412 -5.2019
H 0.8447 2.7929 -5.8710
N -5.4639 5.5288 -0.8601
C -4.7618 4.4795 -0.3792
C -5.1895 3.6821 0.6703
C -6.4099 3.9792 1.2677
C -7.1552 5.0549 0.7959
C -6.6458 5.7917 -0.2612
H -3.8147 4.2901 -0.8761
H -4.5855 2.8500 1.0139
H -6.7774 3.3774 2.0938
H -8.1099 5.3126 1.2403
H -7.1917 6.6385 -0.6676
*
```

Calculated values
LUMO = -5.72 eV

=====

Record 6
Below is a cluster of 7 separate species, C22H46N2O14S5 in total in a non-equilibrium geometry, with properties calculated with ωB97M-V with the def2-TZVPD basis set.

```
! RIJCOSX wB97M-V def2-TZVPD def2/J DEFGRID3
* xyz 0 1
C 2.1495 -0.1741 3.0905
C 0.9715 0.0741 4.1425
C 1.3657 1.3656 4.8530
S 3.1035 1.2359 5.1890
O 3.2531 0.5888 6.4919
O 3.8070 2.4802 4.9727
C 3.4021 0.0412 3.9873
H 2.0340 0.6003 2.3428
H 2.1970 -1.1240 2.5725
H 0.9585 -0.7822 4.8292
H -0.0648 0.1522 3.7612
H 0.8850 1.4449 5.8231
H 1.1654 2.2240 4.2520
H 3.6643 -0.9312 4.4123
H 4.2331 0.3725 3.3662
C 5.3833 1.5168 -1.7819
C 4.0055 1.0236 -1.2690
C 3.1999 0.7635 -2.6186
S 4.3168 0.0958 -3.7499
O 4.1132 0.7464 -5.0126
O 4.2248 -1.3486 -3.7276
C 5.7914 0.4771 -2.8789
H 6.2038 1.6348 -1.1066
H 5.2179 2.4640 -2.3043
H 3.3651 1.6632 -0.6937
H 4.0820 0.0905 -0.6852
H 2.9491 1.7138 -3.0900
H 2.3369 0.1344 -2.6089
H 6.4122 0.9022 -3.6714
H 6.1693 -0.3984 -2.4336
C -3.9246 0.7277 3.7670
C -3.7356 -0.2795 2.7118
C -5.1407 -0.5664 2.1877
S -6.2793 -0.5347 3.5398
O -6.3736 -1.8811 4.0246
O -7.4874 0.1885 3.2976
C -5.2166 0.4916 4.5635
H -3.9917 1.7282 3.3301
H -3.1475 0.7464 4.5112
H -3.3571 -1.2249 3.0467
H -3.0561 0.1068 1.9407
H -5.2394 -1.5223 1.6901
H -5.4026 0.2152 1.4709
H -5.0725 -0.1886 5.4291
H -5.8645 1.3137 4.9208
C 0.1391 1.9486 -0.2012
C -0.2513 0.6054 0.2325
C -1.5088 0.2219 -0.6780
S -2.4105 1.6884 -0.8383
O -3.4411 1.7381 0.1384
O -2.7509 1.9728 -2.1757
C -1.1675 2.7466 -0.3301
H 0.5935 1.9169 -1.1859
H 0.9020 2.4718 0.4070
H -0.4286 0.5664 1.3013
H 0.5160 -0.1398 0.0718
H -2.1893 -0.4849 -0.1934
H -1.2542 -0.1147 -1.7084
H -1.3608 3.1228 0.6752
H -1.1659 3.6185 -0.9880
C 2.2291 -4.7921 -2.5649
C 1.6296 -5.2110 -1.1725
C 0.9303 -3.9451 -0.6122
S 1.8355 -2.5489 -1.2653
O 2.4270 -1.8308 -0.2015
O 1.0083 -1.7699 -2.1917
C 2.9717 -3.4473 -2.2452
H 1.3976 -4.5581 -3.2532
H 2.9085 -5.4947 -3.0397
H 2.4740 -5.5508 -0.5584
H 0.9258 -6.0679 -1.0935
H 0.9111 -3.8674 0.4941
H -0.1045 -3.9567 -0.9151
H 3.8482 -3.6873 -1.6269
H 3.1816 -2.8060 -3.0858
C -5.0128 -0.7035 -3.1257
N -5.2855 -0.8859 -1.6763
O -4.3909 -1.3509 -1.0168
O -6.3583 -0.5550 -1.2046
H -4.0955 -0.1502 -3.1911
H -5.7901 -0.1447 -3.6034
H -4.9606 -1.6745 -3.5626
C -0.9894 3.1452 -4.8087
N -0.2300 4.0491 -3.8967
O 0.6291 3.5819 -3.1856
O -0.4578 5.2419 -3.9300
H -0.3182 2.3156 -4.9757
H -1.3072 3.6439 -5.7078
H -1.8353 2.7740 -4.1959
*
```

Calculated values
ΔE to the lowest compared entry with this formula, charge and spin = 0.00 kJ/mol
LUMO = -0.05 eV
SMILES = C[N+](=O)[O-].C[N+](=O)[O-].O=S1(=O)CCCC1.O=S1(=O)CCCC1.O=S1(=O)CCCC1.O=S1(=O)CCCC1.O=S1(=O)CCCC1

=====

Number 1: electronic energy -1208.12007 hartree. Number 2: electronic energy -2260.88578 hartree. Number 3: electronic energy -324.78968 hartree. Number 4: electronic energy -424.17663 hartree. Number 5: electronic energy -2384.93685 hartree. Number 6: electronic energy -4019.38098 hartree.